This record from OMol25 describes a cluster of 3 separate species, C5H14NO in total at a distorted geometry. The level of theory is ωB97M-V with the def2-TZVPD basis set.

Output
Net charge   +1
HOMO energy   -13.5 eV
LUMO   -9.550 eV
DFT total energy   -328.3214 Eh
Kohn-Sham gap   4.0 eV
Energy above the lowest of the compared OMol25 structures with the same formula, charge and spin   228.96 kcal/mol

CARTESIAN COORDINATES (ANGSTROEM)
1 C -0.83 -1.57 -1.22
2 C 0.54 -0.88 -1.56
3 C -0.72 0.05 -1.47
4 C -0.96 0.72 -0.20
5 C -0.36 2.11 -0.12
6 N 0.37 -1.34 2.70
7 H -1.00 -1.88 -0.20
8 H -1.49 -2.07 -1.98
9 H 0.85 -0.91 -2.60
10 H 1.37 -0.66 -0.74
11 H -0.88 0.63 -2.45
12 H -2.02 0.77 -0.03
13 H -0.34 2.57 0.87
14 H -0.82 2.94 -0.77
15 H 0.66 2.01 -0.58
16 H -0.54 0.09 0.54
17 H 0.92 -2.14 2.96
18 H 0.32 -0.79 3.64
19 H 2.60 0.60 0.67
20 H 0.71 -0.63 2.00
21 O 1.62 0.38 0.54